# 1
C6H11NO2S | the ωB97M-V functional and the def2-TZVPD basis

Structure (ORCA input):
```
! wB97M-V def2-TZVPD RIJCOSX def2/J DEFGRID3
* xyz 0 3
S -2.2738 -0.7161 -1.2648
O -3.5129 -0.1857 2.3284
O -3.7034 1.9141 1.4679
N -0.2080 -0.4676 -0.0036
C 0.9738 0.1617 0.6639
C -3.5749 0.8299 1.8665
C -0.4411 -1.8401 0.2047
C 1.1714 0.1411 -3.6590
C -1.6282 -2.2973 -0.5604
C -1.0041 0.2721 -0.8347
H 1.6305 -0.7389 -3.3971
H 0.9186 0.0283 1.7990
H 0.9257 1.2223 0.3815
H 0.7821 0.1689 -4.7822
H 1.8674 -0.2327 0.3890
H 0.3028 0.2492 -2.9386
H 0.4181 -2.4412 -0.0807
H 1.7914 1.0332 -3.3698
H -2.4051 -2.8789 -0.1418
H -0.4182 -2.1264 1.3218
H -1.3450 -2.9733 -1.3661
*
```

The expectation value of S² is 2.008. The value obtained for the total energy is -22814.691 eV. Its LUMO energy (alpha / beta) is 0.5 / -2.8 eV. The HOMO energy (alpha / beta) is -4.88 / -7.71 eV. The HOMO-LUMO gap (alpha / beta) comes out at 5.4 / 4.9 eV.

=====

# 2
C31H41F21O17 | the ωB97M-V functional and the def2-TZVPD basis

Structure (ORCA input):
```
! wB97M-V def2-TZVPD RIJCOSX def2/J DEFGRID3
* xyz 0 1
F 13.3418 16.0135 -20.0264
F 16.9688 13.0676 -6.9028
F 21.8509 9.3862 -16.3559
F 11.5033 16.8546 -21.0400
F 11.2686 15.4897 -19.4116
F 8.4615 10.1300 -9.2665
F 0.9547 17.4765 -15.3175
F 3.8477 12.5150 -21.0664
F 5.6491 5.7946 -18.2654
F 7.4188 9.6755 -11.1344
F 2.4033 18.3727 -14.2755
F 22.1390 10.5303 -18.2404
F 3.6852 10.4324 -21.2141
F 22.7747 11.3769 -16.3422
F 2.1046 11.6839 -22.1142
F 17.7816 13.1155 -8.9432
F 7.2636 4.9836 -17.0446
F 9.5342 10.5317 -11.0034
F 17.1426 14.9933 -7.9543
F 1.7789 19.3261 -16.0249
F 5.2297 5.0240 -16.2507
O 6.4215 3.0845 -19.0148
O 19.7539 11.0273 -15.7055
O 3.6562 18.1366 -17.2749
O 1.3832 12.5376 -19.4798
O 10.4894 8.2082 -10.4447
O 15.1069 12.3040 -9.0655
O 14.7318 14.5111 -8.5850
O 11.9517 11.0042 -15.5290
O 13.0752 17.4728 -17.9569
O 4.5537 2.9700 -17.7727
O 9.9509 11.2771 -16.2851
O 11.2213 18.3955 -18.7946
O 19.9499 11.9361 -17.7732
O 11.1540 13.0362 -15.4395
O 3.4386 16.2467 -15.9771
O 8.4008 7.3243 -10.4738
O 2.4898 10.6215 -18.8670
C 5.7026 3.5223 -18.0986
C 3.3838 0.9971 -16.9247
C 16.9174 13.6777 -8.1054
C 5.9634 4.8675 -17.3412
C 12.3504 14.0520 -8.0983
C 13.2305 11.3078 -15.0120
C 4.0840 1.7074 -18.1641
C 20.4509 11.2650 -16.7131
C 12.6588 7.2872 -10.3654
C 4.7749 18.4662 -19.4249
C 2.0371 18.1400 -15.4729
C 12.1036 16.4350 -19.8850
C 12.1250 17.5876 -18.8949
C 8.7550 11.9710 -16.6332
C 0.7560 9.4093 -17.4561
C 14.1717 17.6501 -15.8217
C 4.7365 17.5792 -18.1636
C 8.6317 9.7264 -10.4563
C 11.1815 6.9413 -10.6119
C 11.0347 11.8937 -15.7371
C 15.5085 13.4344 -8.6333
C 18.6955 12.5225 -17.6307
C 2.1924 11.6432 -19.7240
C 18.7374 13.8840 -18.2320
C 9.1728 8.2780 -10.4171
C 1.9108 10.4835 -17.5512
C 2.9632 11.4985 -21.0596
C 21.8792 10.5977 -16.9236
C 13.4074 14.4990 -9.1364
C 13.0570 18.1316 -16.7811
C 3.1103 17.4180 -16.2569
H 3.2052 -0.0572 -17.1361
H 13.2884 6.4417 -10.6426
H 1.2363 8.4635 -17.7068
H -0.0063 9.6719 -18.1896
H 12.9475 8.1574 -10.9549
H 4.9068 1.0803 -18.5073
H 12.9164 7.4483 -9.3186
H 13.8808 10.6780 -15.6192
H 15.1363 17.5597 -16.3212
H 10.7415 6.0488 -10.1671
H 5.6730 17.6124 -17.6068
H 17.7494 14.3443 -18.2270
H 4.5578 16.5317 -18.4063
H 13.3974 11.1054 -13.9540
H 8.9305 13.0338 -16.7992
H 13.3182 19.1747 -16.9595
H 5.6858 18.3753 -20.0165
H 13.9336 16.6684 -15.4123
H 18.1921 12.4571 -16.6661
H 4.7232 19.5218 -19.1585
H 13.2486 15.5185 -9.4880
H 3.3859 1.7743 -18.9986
H 12.0426 18.0395 -16.3930
H 13.4840 12.3358 -15.2707
H 11.3686 14.4304 -8.3832
H 4.0937 18.1248 -20.2043
H 7.9229 11.8113 -15.9475
H 18.0865 12.0069 -18.3732
H 13.2870 13.9053 -10.0425
H 2.4771 1.5136 -16.6096
H 19.0294 13.8687 -19.2821
H 1.5353 11.4452 -17.2015
H 12.5762 14.4147 -7.0955
H 4.0593 1.1229 -16.0785
H 12.2186 12.9706 -8.0650
H 8.3718 11.5793 -17.5755
H 19.4507 14.4738 -17.6564
H 14.1395 18.2991 -14.9465
H 2.7447 10.2443 -16.8912
H 0.2654 9.2645 -16.4936
H 11.0905 6.7170 -11.6747
*
```

The value obtained for the total energy is -124684.501 eV. The SMILES is CCOC(=O)C(F)(F)F.CCOC(=O)C(F)(F)F.CCOC(=O)C(F)(F)F.CCOC(=O)C(F)(F)F.CCOC(=O)C(F)(F)F.CCOC(=O)C(F)(F)F.CCOC(=O)C(F)(F)F.COC(=O)OC. Its LUMO energy is 0.1 eV. The HOMO energy is -10.87 eV. The HOMO-LUMO gap comes out at 11.0 eV.

=====

# 3
C5H8N2O | the ωB97M-V functional and the def2-TZVPD basis

Structure (ORCA input):
```
! wB97M-V def2-TZVPD RIJCOSX def2/J DEFGRID3
* xyz 0 1
O -1.3844 0.8190 0.3443
N 0.8721 0.9181 0.5094
N 0.5097 -1.3050 1.0753
C 0.7202 0.4788 -0.8015
C -0.4054 -1.6148 -0.0484
C 1.0235 -0.0697 1.3467
C -0.4813 0.6932 -1.8878
C -0.6548 -0.1235 -0.6161
H -1.5043 -2.0909 0.2691
H -0.1442 0.1961 -2.7741
H -1.1995 1.6615 -1.8319
H 1.1334 2.1234 1.3107
H 1.5744 0.0042 2.3325
H -0.8046 0.6676 1.0618
H 1.4275 -0.2899 -1.1805
H -0.2938 -2.2996 -0.9921
*
```

The value obtained for the total energy is -10334.322 eV. Its LUMO energy is -0.3 eV. The HOMO energy is -8.57 eV. The HOMO-LUMO gap comes out at 8.3 eV.

=====

# 4
C2Cl3F2NO | the ωB97M-V functional and the def2-TZVPD basis

Structure (ORCA input):
```
! wB97M-V def2-TZVPD RIJCOSX def2/J DEFGRID3
* xyz 0 1
Cl -0.6528 -2.1810 0.4888
Cl 1.7586 -1.3167 -0.8790
Cl -0.8335 -0.4539 -1.8318
F 0.5715 0.4081 1.9726
F 1.2868 1.2880 0.1257
O -1.3871 1.4332 -0.6210
N -1.0457 1.0279 0.5330
C 0.2054 0.8454 0.7893
C 0.0967 -1.0510 -0.5775
*
```

The value obtained for the total energy is -48608.465 eV. Its LUMO energy (alpha / beta) is -1.8 / -1.7 eV. The HOMO energy (alpha / beta) is -9.53 / -9.47 eV. The HOMO-LUMO gap (alpha / beta) comes out at 7.8 / 7.7 eV.